Record 1
# C6H9N

A single C6H9N molecule in a non-equilibrium geometry (wB97M-V/def2-TZVPD, OMol25).

Output
SMILES string: Cc1c[nH]c(C)c1
spin multiplicity: 1
E: -7857.68571 eV

Element x y z (Å)
C (2.60, -0.31, -0.26)
C (1.18, 0.11, -0.04)
C (0.56, 1.27, 0.23)
N (-0.81, 1.03, 0.22)
C (-1.05, -0.29, -0.02)
C (0.15, -0.90, -0.18)
C (-2.45, -0.82, 0.04)
H (2.74, -1.20, 0.35)
H (2.66, -0.57, -1.32)
H (3.30, 0.50, -0.11)
H (0.81, 2.29, 0.47)
H (-1.45, 1.66, 0.68)
H (0.45, -1.90, -0.45)
H (-2.96, -0.56, 0.95)
H (-2.95, -0.58, -0.90)
H (-2.39, -1.90, -0.09)


Record 2
# C6H9N

A single C6H9N molecule (wB97M-V/def2-TZVPD, OMol25).

Output
SMILES string: C1[C@H]2N1CC21CC1
spin multiplicity: 1
E: -7855.03230 eV

Element x y z (Å)
C (-0.72, -1.94, 0.45)
C (0.06, -1.10, -0.48)
N (-1.45, -1.00, -0.39)
C (-1.27, 0.33, 0.27)
C (0.22, 0.33, -0.04)
C (1.38, 1.09, 0.52)
C (0.87, 1.39, -0.88)
H (-0.69, -1.77, 1.52)
H (-0.87, -2.97, 0.14)
H (0.55, -1.54, -1.35)
H (-1.55, 0.30, 1.33)
H (-1.84, 1.12, -0.23)
H (2.33, 0.57, 0.61)
H (1.19, 1.82, 1.30)
H (0.31, 2.30, -1.04)
H (1.48, 1.07, -1.72)


Record 3
# C6H9N

2 unconnected molecules or ions with the total composition C6H9N (wB97M-V/def2-TZVPD, OMol25).

Output
SMILES string: C=C=C1C[C@@H]2N[C@H]12.[H][H]
spin multiplicity: 1
E: -7853.14375 eV

Element x y z (Å)
C (2.34, 0.99, 1.00)
C (1.46, 0.18, 0.48)
C (0.42, -0.45, 0.02)
C (0.09, -1.63, -0.90)
C (-1.38, -1.18, -0.83)
C (-1.05, -0.10, 0.12)
N (-1.44, 0.22, -1.27)
H (2.67, 1.87, 0.45)
H (2.72, 0.87, 2.01)
H (0.21, 2.22, 1.20)
H (0.24, -2.59, -0.39)
H (0.56, -1.65, -1.89)
H (-2.27, -1.81, -0.86)
H (-0.53, 2.28, 1.13)
H (-1.60, 0.27, 0.97)
H (-2.42, 0.52, -1.24)


Record 4
# C6H9N

A molecular structure, C6H9N (wB97M-V/def2-TZVPD, OMol25).

Output
spin multiplicity: 1
E: -7850.65877 eV

Element x y z (Å)
C (-1.08, -1.04, 2.07)
C (-1.09, 0.13, 1.37)
C (-0.50, 0.67, 0.39)
C (-0.31, 1.71, -0.65)
C (0.73, 0.88, -1.37)
C (0.86, -0.32, -0.49)
N (0.23, -0.41, -1.80)
H (-1.87, -1.77, 1.90)
H (-0.63, -1.08, 3.06)
H (0.00, -1.70, 1.21)
H (0.12, 2.63, -0.23)
H (-1.21, 1.96, -1.22)
H (1.58, 1.32, -1.90)
H (0.43, -1.43, 0.49)
H (1.87, -0.71, -0.36)
H (0.86, -0.84, -2.48)


Record 5
# C6H9N

A single C6H9N molecule in a non-equilibrium geometry (wB97M-V/def2-TZVPD, OMol25).

Output
SMILES string: Cc1c[nH]c(C)c1
spin multiplicity: 1
E: -7857.16927 eV

Element x y z (Å)
C (-1.14, -2.29, -0.64)
C (-0.48, -0.97, -0.41)
C (-0.27, 0.02, -1.36)
N (0.48, 1.02, -0.76)
C (0.46, 0.85, 0.57)
C (-0.18, -0.36, 0.84)
C (1.01, 1.73, 1.60)
H (-2.23, -2.31, -0.48)
H (-0.86, -2.72, -1.59)
H (-0.63, -2.93, 0.10)
H (-0.36, -0.13, -2.43)
H (0.85, 1.79, -1.27)
H (-0.21, -0.89, 1.77)
H (1.57, 2.59, 1.25)
H (0.44, 1.90, 2.53)
H (1.72, 1.16, 2.27)


Record 6
# C6H9N

A molecular structure, C6H9N (wB97M-V/def2-TZVPD, OMol25).

Output
spin multiplicity: 1
E: -7853.92505 eV

Element x y z (Å)
C (-1.89, 0.81, -0.33)
N (-0.49, 1.08, -0.56)
C (0.38, 1.34, 0.50)
C (1.52, -0.78, 0.85)
C (0.52, -1.31, -0.21)
C (0.46, 0.04, -0.99)
C (1.41, 0.56, 0.10)
H (-2.05, -0.09, 0.29)
H (-2.40, 0.68, -1.28)
H (-2.34, 1.66, 0.20)
H (0.12, 1.80, 1.46)
H (1.12, -0.75, 1.87)
H (-0.45, -1.68, 0.15)
H (0.97, -2.08, -0.83)
H (0.63, -0.01, -2.07)
H (2.49, -1.27, 0.86)


Record 7
# C6H9N

A single C6H9N molecule in a non-equilibrium geometry (wB97M-V/def2-TZVPD, OMol25).

Output
spin multiplicity: 1
E: -7853.89224 eV

Element x y z (Å)
C (0.80, -0.02, 2.05)
C (0.24, -0.43, 0.69)
C (0.35, 0.69, -0.36)
C (-0.03, 0.19, -1.76)
C (-1.41, -0.08, -2.18)
C (-1.17, -0.86, 0.81)
N (-2.28, -1.16, 0.89)
H (0.70, -0.83, 2.78)
H (0.27, 0.86, 2.44)
H (1.86, 0.23, 1.95)
H (1.38, 1.05, -0.36)
H (-0.30, 1.52, -0.07)
H (0.03, 1.03, -2.50)
H (0.69, -0.55, -2.14)
H (-2.06, 0.55, -1.54)
H (0.80, -1.31, 0.32)


Record 8
# C6H9N

A single C6H9N molecule in a non-equilibrium geometry (wB97M-V/def2-TZVPD, OMol25).

Output
SMILES string: CC#CC[C@H]1CN1
spin multiplicity: 1
E: -7854.76424 eV

Element x y z (Å)
C (2.47, 0.92, 1.70)
C (1.52, 0.21, 0.89)
C (0.94, -0.52, 0.13)
C (0.06, -1.29, -0.71)
C (-1.37, -0.60, -0.45)
C (-1.70, 0.75, -0.98)
N (-2.35, -0.47, -1.49)
H (2.31, 1.99, 1.62)
H (3.48, 0.67, 1.36)
H (2.36, 0.60, 2.74)
H (0.18, -2.34, -0.40)
H (0.49, -1.23, -1.74)
H (-1.81, -0.72, 0.57)
H (-1.05, 1.28, -1.70)
H (-2.23, 1.45, -0.31)
H (-3.31, -0.72, -1.22)


Record 9
# C6H9N

A single C6H9N molecule in a non-equilibrium geometry (wB97M-V/def2-TZVPD, OMol25).

Output
SMILES string: C=C=CC[C@H]1CN1
spin multiplicity: 1
E: -7853.29868 eV

Element x y z (Å)
C (2.99, 0.97, 1.62)
C (1.94, 0.29, 1.28)
C (0.75, -0.24, 1.25)
C (0.04, -0.82, -0.01)
C (-1.44, -0.50, -0.25)
C (-1.93, 0.62, -1.09)
N (-1.96, -0.75, -1.60)
H (2.97, 2.02, 1.38)
H (3.82, 0.55, 2.18)
H (1.09, -0.44, 2.36)
H (0.16, -1.90, -0.02)
H (0.58, -0.47, -0.91)
H (-2.09, -0.78, 0.58)
H (-1.22, 1.27, -1.61)
H (-2.87, 1.10, -0.81)
H (-2.91, -1.11, -1.57)


Record 10
# C6H9N

A molecular structure, C6H9N in a non-equilibrium geometry (wB97M-V/def2-TZVPD, OMol25).

Output
spin multiplicity: 1
E: -7853.95387 eV

Element x y z (Å)
C (1.22, 1.35, -1.75)
C (0.73, 0.49, -0.63)
C (1.44, -0.20, 0.35)
C (0.52, -0.79, 1.23)
C (-0.79, -0.51, 0.72)
C (-2.09, -1.28, 0.82)
N (-0.60, 0.34, -0.38)
H (0.93, 2.40, -1.60)
H (2.32, 1.31, -1.82)
H (0.82, 1.03, -2.72)
H (2.52, -0.21, 0.43)
H (0.73, -1.33, 2.14)
H (-2.05, -2.25, 1.30)
H (-1.36, -0.15, 1.88)
H (-3.01, -0.72, 1.09)
H (-1.34, 0.54, -1.04)


Record 11
# C6H9N

A single C6H9N molecule (wB97M-V/def2-TZVPD, OMol25).

Output
SMILES string: CC#CC[C@H]1CN1
spin multiplicity: 1
E: -7855.29273 eV

Element x y z (Å)
C (-2.64, -1.09, -1.36)
C (-1.79, -0.14, -0.66)
C (-1.05, 0.61, -0.07)
C (0.03, 1.27, 0.68)
C (1.08, 0.22, 0.96)
C (2.12, -0.08, -0.05)
N (2.45, 0.66, 1.18)
H (-2.04, -1.71, -2.04)
H (-3.41, -0.60, -1.96)
H (-3.14, -1.77, -0.66)
H (-0.34, 1.71, 1.61)
H (0.48, 2.09, 0.10)
H (0.71, -0.62, 1.54)
H (2.16, 0.51, -0.96)
H (2.45, -1.11, -0.16)
H (2.92, 0.04, 1.84)


Record 12
# C6H9N

2 unconnected molecules or ions with the total composition C6H9N (wB97M-V/def2-TZVPD, OMol25).

Output
SMILES string: CC1([C@H]2C=N2)C=C1.[H][H]
spin multiplicity: 1
E: -7852.50075 eV

Element x y z (Å)
C (1.56, -0.72, 1.19)
C (0.47, -0.02, 0.39)
C (0.83, 0.89, -0.75)
C (0.40, 1.48, 0.32)
C (-2.13, -0.20, 0.40)
N (-1.83, -0.58, -0.76)
C (-0.82, -0.83, 0.36)
H (1.24, -0.92, 2.22)
H (2.46, -0.09, 1.22)
H (1.83, -1.67, 0.73)
H (1.22, 0.94, -1.75)
H (-0.66, 0.64, -3.22)
H (0.14, 2.39, 0.84)
H (-2.93, 0.33, 0.90)
H (-1.07, 0.25, -2.74)
H (-0.73, -1.87, 0.66)


Calculated M, 95.1 95.1 95.1 95.1 95.1 95.1 95.1 95.1 95.1 95.1 95.1 95.1 g mol⁻¹ (same order as the records).
Calculated relative energy (zero: lowest compared OMol25 entry of this formula, charge and spin), 10.9 72.1 115.7 173.0 22.8 97.7 98.4 78.3 112.1 97.0 66.1 130.5 kcal/mol (same order as the records).